Model w:
Molecular formula: C2H2FN3
Method: DFT, ωB97M-V/def2-TZVPD

Output
* LUMO energy: 0.2 eV
* spin multiplicity: 1
* frontier orbital gap: 11.453 eV
* HOMO: -0.4119 Ha

Last column: Löwdin charge in e.
Element x y z (Å)
N  0.34239  1.23756  -0.00141  0.16
H  -1.87894  1.40960  0.08068  0.11
H  0.11852  -1.92489  -0.23053  0.15
N  0.08195  -0.97759  0.04537  0.08
N  -1.16798  -0.43392  0.00126  0.05
C  0.89955  0.08680  0.05536  -0.19
F  2.57971  -0.22096  0.00532  -0.14
C  -0.97519  0.82339  0.04394  -0.23


Model x:
Molecular formula: C2H2FN3
Method: DFT, ωB97M-V/def2-TZVPD

Output
* LUMO energy (spin up / spin down): -0.3 / -0.3 eV
* spin multiplicity: 1
* frontier orbital gap (spin up / spin down): 8.810 / 8.811 eV
* HOMO (spin up / spin down): -0.3355 / -0.3355 Ha

Last column: Löwdin charge in e.
Element x y z (Å)
N  0.50999  0.02489  2.13754  0.08
H  0.27310  -0.71355  2.84068  0.09
N  0.95414  -0.33920  1.06727  -0.10
N  -1.88798  0.12818  -1.06108  0.08
C  0.85153  -0.78012  -0.05739  -0.13
C  -1.32342  0.93124  -1.64637  -0.07
H  -1.16730  1.69185  -2.28640  0.02
F  1.78994  -0.94330  -0.99425  0.04


Model y:
Molecular formula: C2H2FN3
Method: DFT, ωB97M-V/def2-TZVPD

Output
* LUMO energy: 0.1 eV
* SMILES: N#CN=C=N.F
* spin multiplicity: 1
* frontier orbital gap: 11.125 eV
* HOMO: -0.4046 Ha

Last column: Löwdin charge in e.
Element x y z (Å)
N  2.39982  -0.18642  -0.38624  0.26
C  -0.84552  1.18840  -0.08329  -0.27
F  -3.77869  -0.42956  -0.10780  -0.10
N  -1.98704  1.31573  -0.15805  0.17
H  -3.39210  0.34974  -0.34898  -0.06
H  3.16811  -0.41906  0.04602  0.02
N  0.43178  1.15704  -0.06738  0.16
C  1.42511  0.45221  -0.09433  -0.18


Model z:
Molecular formula: C2H2FN3
Method: DFT, ωB97M-V/def2-TZVPD

Output
* LUMO energy: 0.8 eV
* SMILES: Fc1cnn[nH]1
* spin multiplicity: 1
* frontier orbital gap: 10.848 eV
* HOMO: -0.3689 Ha

Last column: Löwdin charge in e.
Element x y z (Å)
F  -2.02457  -0.02706  0.00471  0.12
C  -0.70155  0.02670  -0.02937  -0.35
N  0.05080  -1.06345  -0.01012  0.09
N  1.35068  -0.69941  0.00632  -0.03
N  1.42346  0.56896  -0.00494  0.00
C  0.14036  1.08751  -0.02998  -0.07
H  -0.14907  -2.02052  -0.01320  0.14
H  -0.09010  2.12725  0.07657  0.10


Quick ranking, most stable first: model z, model y, model w, model x.


Model w:
Molecular formula: C10H14N2O2
Method: DFT, ωB97M-V/def2-TZVPD

Output
* LUMO energy: 0.4 eV
* SMILES: C=C(C#N)CCO/C(=N\C(=C)C)OC
* spin multiplicity: 1
* frontier orbital gap: 8.768 eV
* HOMO: -0.3063 Ha

Last column: Löwdin charge in e.
Element x y z (Å)
O  -0.07493  1.12103  -1.38509  0.01
H  1.82751  -2.62146  -0.64323  0.10
H  0.27645  -2.34531  1.83768  0.07
H  -3.21195  -2.12179  -0.18827  0.07
H  2.84193  -1.06273  -0.82959  0.10
H  -2.55795  0.88202  -1.44878  0.09
C  1.19632  -1.02346  0.60562  -0.45
N  -1.87612  1.97163  1.32452  0.20
C  0.30712  -1.31047  1.55107  0.06
C  -2.57116  -0.20975  0.15509  -0.32
H  2.68387  1.71978  0.77747  0.04
H  0.03961  -0.97044  -1.21665  0.15
H  3.12611  -2.05974  0.69853  0.11
H  -0.49306  -0.28713  -2.88350  0.16
C  -0.64246  -0.08106  -1.70478  -0.20
C  -2.11651  -0.04663  -1.30102  -0.13
H  -2.75234  -0.77137  -1.99599  0.16
H  2.10333  3.25439  1.55219  0.11
O  1.26683  2.45124  -0.30113  -0.01
H  3.09029  3.30460  0.01725  0.12
N  1.35976  0.33219  0.36205  0.12
C  0.88174  1.18975  -0.39219  -0.45
C  -2.24006  0.98585  0.87775  -0.19
H  -0.24083  -0.59306  1.94183  0.01
H  -3.68709  -1.31471  1.51572  0.09
C  2.32583  2.67632  0.60797  -0.05
C  -3.18382  -1.32300  0.53468  0.09
C  2.32155  -1.74669  -0.06919  -0.05


Model x:
Molecular formula: C10H14N2O2
Method: DFT, ωB97M-V/def2-TZVPD

Output
* LUMO energy: 0.9 eV
* SMILES: CCCOc1ccc(/N=C\NO)cc1
* spin multiplicity: 1
* frontier orbital gap: 8.647 eV
* HOMO: -0.2855 Ha

Last column: Löwdin charge in e.
Element x y z (Å)
H  0.06330  -4.21946  -2.69890  0.05
C  -0.77214  -3.90870  -2.11109  -0.10
C  -1.20918  -0.56490  -0.00359  -0.31
H  -1.48472  -4.77614  -2.14729  0.09
H  -0.49782  -1.79283  -2.52802  0.12
H  -3.09459  -2.80257  -1.34055  0.13
C  0.22391  1.71310  0.62840  -0.31
C  -1.31479  -2.54366  -2.48509  -0.26
H  -0.91844  -1.11358  2.11265  0.13
N  0.88471  2.88062  1.08324  0.10
O  -1.79747  -1.75006  -0.23333  -0.05
H  -1.49880  0.43758  -1.91458  0.11
C  -0.22835  1.54098  -0.62837  -0.03
H  3.83854  2.13769  2.00730  0.12
H  -1.73803  -2.45560  -3.48805  0.11
H  -0.01356  2.31238  -1.31914  0.11
H  -0.44105  -3.93763  -1.05869  0.08
C  2.03088  2.85415  1.59612  -0.22
O  2.99490  0.83404  0.73899  -0.04
C  -2.34959  -2.03263  -1.55354  -0.20
N  2.92096  1.77998  1.76447  -0.05
C  -0.75686  -0.38133  1.30463  0.00
H  2.22815  0.23881  0.89540  0.09
H  0.27473  0.97136  2.65419  0.11
C  -1.01708  0.43460  -0.93631  -0.01
H  2.39958  3.76001  2.12330  0.13
C  -0.01424  0.73658  1.64642  -0.03
H  -2.89185  -1.14516  -2.02236  0.14


Quick ranking, most stable first: model x, model w.


Model w:
Molecular formula: C6H12OS
Method: DFT, ωB97M-V/def2-TZVPD

Output
* LUMO energy: 0.6 eV
* SMILES: C=C(C)CC[S@@H](=C)=O
* spin multiplicity: 1
* frontier orbital gap: 9.064 eV
* HOMO: -0.3102 Ha

Last column: Löwdin charge in e.
Element x y z (Å)
H  0.61408  0.56248  1.05941  0.11
C  2.96562  1.37067  0.58750  -0.29
S  2.41568  -0.00975  -0.14556  0.68
H  1.20033  -1.11537  1.37849  0.11
C  -1.92299  0.82484  -0.99358  -0.06
C  0.72211  -0.49767  0.56189  -0.26
H  -1.08052  1.45858  -0.78050  0.07
H  1.91757  -0.21660  -1.45779  0.06
C  -2.73435  -0.73427  0.74186  0.03
C  -1.78895  -0.34952  -0.07804  -0.38
H  -3.68686  -0.23303  0.88158  0.06
H  2.22189  2.23486  0.59449  0.03
C  -0.41034  -1.01412  -0.24841  -0.21
H  -0.25027  -0.94846  -1.31991  0.10
H  -0.56195  -2.06110  -0.06152  0.11
H  -2.76986  1.45727  -0.98633  0.07
H  -1.68436  0.53970  -2.00492  0.08
H  -2.50669  -1.62323  1.49076  0.11
H  4.05799  1.48013  0.75845  0.03
O  3.28188  -1.12542  0.02213  -0.43


Model x:
Molecular formula: C6H12OS
Method: DFT, ωB97M-V/def2-TZVPD

Output
* LUMO energy: 0.8 eV
* SMILES: C/C=C(/CO)[C@H](C)S
* spin multiplicity: 1
* frontier orbital gap: 9.268 eV
* HOMO: -0.3114 Ha

Last column: Löwdin charge in e.
Element x y z (Å)
H  0.51118  0.67666  -2.87991  0.09
H  0.54912  -0.88961  -2.09156  0.03
H  -1.09324  1.34701  1.95105  0.12
H  -2.66761  -0.85799  1.52785  0.08
H  -2.30536  1.04950  0.67609  0.12
C  0.88782  -0.10889  0.79665  -0.62
C  2.16734  0.17986  -0.01960  -0.11
H  2.13994  -0.23522  -0.97597  0.03
H  -0.80929  -0.56086  -3.02882  0.09
C  -1.47473  0.59830  1.26534  -0.22
C  -0.76980  0.39278  -1.13416  -0.12
H  2.16579  1.24106  -0.18027  0.08
H  -0.11831  -1.72623  2.17566  -0.14
C  -0.44674  0.33888  0.14727  -0.25
O  -1.87602  -0.58075  1.96083  -0.08
H  -1.67340  0.93183  -1.31670  0.09
C  -0.05351  -0.09553  -2.35084  -0.08
H  3.02463  -0.19210  0.54889  0.08
H  1.01036  0.39969  1.69823  0.07
S  0.83184  -1.90840  1.22997  0.74


Model y:
Molecular formula: C6H12OS
Method: DFT, ωB97M-V/def2-TZVPD

Output
* LUMO energy: 0.7 eV
* SMILES: CC[C@@]1(O)C[C@@H]1SC
* spin multiplicity: 1
* frontier orbital gap: 9.188 eV
* HOMO: -0.3105 Ha

Last column: Löwdin charge in e.
Element x y z (Å)
H  0.51424  1.88614  0.56641  0.06
O  -0.62240  -0.26664  1.45858  0.02
H  2.13050  2.50085  0.38140  0.06
H  1.30819  2.01513  -1.17617  0.04
H  0.16372  -0.01070  -1.74788  0.17
H  0.38540  -2.53292  0.23828  0.04
H  -0.63425  -2.45861  -1.17363  0.10
H  -1.99145  1.88790  0.69372  0.11
H  -2.23828  -0.63720  -1.12545  0.06
C  -0.13070  -1.93364  -0.35351  -0.02
H  -3.28603  1.62575  -0.67164  0.07
C  0.46350  -0.55733  -0.69027  -0.60
H  0.29880  0.03248  1.64832  0.08
S  2.01358  -0.12500  0.00323  0.87
C  -0.73404  -0.53230  0.20084  -0.68
C  -2.26220  1.35057  -0.33578  -0.07
C  -2.08701  -0.23090  -0.22712  -0.16
H  -1.41691  1.70534  -0.90604  0.03
H  -2.70246  -0.60346  0.70567  0.17
C  1.45551  1.69066  -0.11970  -0.37


Quick ranking, most stable first: model x, model y, model w.